Entry 1
# C5H9N4

A 2-piece molecular cluster, C5H9N4 overall (the ωB97M-V functional and the def2-TZVPD basis, OMol25).

Summary:
Charge = +1
Orbital gap (spin up / spin down) = 9.31 / 9.30 eV

Geometry as XYZ:
```
18
C5H9N4 | OMol25 | the ωB97M-V functional and the def2-TZVPD basis
C 1.142 -1.760 -2.178
C -0.086 -0.499 -0.854
C -0.142 -0.054 2.638
C 0.205 0.720 1.616
C -0.777 1.227 0.628
N 1.042 -0.499 -1.554
N 0.085 -2.470 -1.909
N -0.605 -1.738 -1.060
N -0.587 2.333 -0.069
H 1.961 -2.198 -2.784
H 0.390 -0.542 3.476
H -1.251 -0.233 2.607
H 1.327 0.900 1.508
H -1.794 1.071 0.702
H -1.490 -2.174 -0.647
H 0.350 2.791 -0.171
H -1.392 2.798 -0.336
H 1.622 0.329 -1.613
```


Entry 2
# C5H9N4

A 2-piece molecular cluster, C5H9N4 overall (the ωB97M-V functional and the def2-TZVPD basis, OMol25).

Summary:
Charge = +1
Orbital gap (spin up / spin down) = 9.00 / 7.95 eV

Geometry as XYZ:
```
18
C5H9N4 | OMol25 | the ωB97M-V functional and the def2-TZVPD basis
C -0.351 -2.287 0.939
C 0.072 -1.753 -0.246
C -0.803 -1.412 1.968
C -0.298 0.371 0.573
C 0.181 0.003 -1.803
N -0.706 -0.115 1.753
N 0.019 -0.465 -0.466
N 0.478 2.217 -0.650
N -0.203 1.715 0.307
H -0.070 -3.346 1.040
H 0.165 -2.378 -1.061
H -1.291 -1.671 2.907
H 0.374 -0.839 -2.332
H -0.739 0.555 -2.155
H 1.062 0.487 -1.752
H 2.339 3.391 0.708
H 0.481 3.212 -0.741
H -0.711 2.317 1.011
```


Relative to the most stable structure, the computed energies are entry 1 0.0000; entry 2 0.1085, all in hartree.


Entry 1
# C6H6

One molecule with the formula C6H6 (the ωB97M-V functional and the def2-TZVPD basis, OMol25).

Summary:
Structure (SMILES) = CC#CC#CC
Orbital gap = 9.59 eV

Geometry as XYZ:
```
12
C6H6 | OMol25 | the ωB97M-V functional and the def2-TZVPD basis
C -2.707 0.214 -0.132
C -1.644 -0.747 0.145
C -0.596 -1.323 0.318
C 0.790 -1.377 0.368
C 1.833 -0.774 0.242
C 2.677 0.388 -0.020
H -2.717 0.979 0.652
H -3.698 -0.234 -0.204
H -2.480 0.719 -1.079
H 3.393 0.243 -0.831
H 3.188 0.752 0.875
H 1.961 1.159 -0.332
```


Entry 2
# C6H6

One molecule with the formula C6H6 (the ωB97M-V functional and the def2-TZVPD basis, OMol25).

Summary:
Structure (SMILES) = C#CC=C=CC
Orbital gap = 9.90 eV

Geometry as XYZ:
```
12
C6H6 | OMol25 | the ωB97M-V functional and the def2-TZVPD basis
C 1.337 -0.897 0.929
C -1.320 0.388 -0.027
C -1.071 1.442 -0.961
C -0.861 2.369 -1.704
C -0.728 -0.788 -0.100
C 0.237 -1.624 0.162
H 1.832 -0.199 0.246
H 2.099 -1.506 1.409
H 0.848 -0.308 1.709
H -1.933 0.613 0.843
H -0.712 3.184 -2.376
H 0.272 -2.673 -0.131
```


Relative to the most stable structure, the computed energies are entry 1 0.0057; entry 2 0.0000, all in hartree.


Entry 1
# C6H6

One molecule with the formula C6H6 (the ωB97M-V functional and the def2-TZVPD basis, OMol25).

Summary:
Structure (SMILES) = C#CCC1=CC1
Orbital gap = 10.33 eV

Geometry as XYZ:
```
12
C6H6 | OMol25 | the ωB97M-V functional and the def2-TZVPD basis
C -2.288 -0.866 1.771
C -1.192 -0.951 1.277
C 1.199 0.525 -1.482
C 0.544 0.027 -0.451
C 0.287 1.522 -0.767
C 0.201 -1.052 0.821
H -3.286 -0.696 2.057
H 1.750 0.318 -2.342
H 0.734 2.264 0.005
H -0.771 1.697 -1.139
H 0.431 -2.107 0.610
H 0.795 -0.672 1.553
```


Entry 2
# C6H6

One molecule with the formula C6H6 (the ωB97M-V functional and the def2-TZVPD basis, OMol25).

Summary:
Orbital gap = 6.77 eV

Geometry as XYZ:
```
12
C6H6 | OMol25 | the ωB97M-V functional and the def2-TZVPD basis
C -0.156 -2.745 0.319
C 0.183 -1.333 0.179
C 0.482 -0.181 -0.046
C 0.815 1.149 -0.374
C -0.103 2.207 -0.352
C -1.220 2.802 -0.665
H -1.180 -2.877 0.686
H -0.081 -3.222 -0.666
H 0.534 -3.254 1.001
H 1.862 1.389 -0.546
H 0.632 2.595 0.462
H -1.768 3.468 0.001
```


Relative to the most stable structure, the computed energies are entry 1 0.0000; entry 2 0.0526, all in hartree.


Entry 1
# C21H28N4O3

A 2-piece molecular cluster, C21H28N4O3 overall (the ωB97M-V functional and the def2-TZVPD basis, OMol25).

Summary:
Structure (SMILES) = CN1CCCc2c1cc(-c1ccccc1)[nH]c2=O.CNC(=O)[C@H](C)NC(C)=O
Orbital gap = 7.82 eV

Geometry as XYZ:
```
56
C21H28N4O3 | OMol25 | the ωB97M-V functional and the def2-TZVPD basis
O 0.645 2.216 0.993
O 2.424 -1.058 -2.031
O 1.155 1.614 -6.206
C 0.098 1.344 1.650
C 2.010 -0.282 -2.876
C 1.023 0.477 -5.763
C -1.143 -0.471 3.345
C -0.236 0.433 3.868
C -1.465 -0.510 1.913
C -0.832 0.383 1.068
C 0.786 0.543 8.046
C 1.677 1.033 7.088
C -0.445 0.021 7.644
C 1.338 0.996 5.731
C -0.784 -0.011 6.288
C 0.103 0.470 5.306
N 0.381 1.319 2.989
N 1.683 -0.568 -6.279
N -2.399 -1.432 1.402
N 0.830 -0.527 -3.451
C 2.853 0.917 -3.264
C 2.583 -0.482 -7.427
C -3.156 -2.336 2.291
C -1.071 0.383 -0.424
C -2.842 -1.319 -0.001
C -1.658 -0.950 -0.886
C -0.625 1.405 -3.974
C 0.136 0.190 -4.531
H -1.603 -1.191 4.005
H 1.049 0.571 9.100
H 2.636 1.438 7.395
H -1.145 -0.354 8.386
H 2.061 1.365 5.010
H -1.758 -0.401 6.013
H 0.922 2.099 3.341
H 1.565 -1.465 -5.833
H 0.359 -1.325 -3.058
H 2.249 1.821 -3.256
H 3.655 1.027 -2.536
H 3.283 0.765 -4.251
H 2.026 -0.160 -8.309
H 3.369 0.250 -7.226
H 3.038 -1.453 -7.622
H -3.853 -2.957 1.721
H -2.475 -3.005 2.826
H -3.737 -1.758 3.017
H -0.124 0.556 -0.946
H -1.749 1.204 -0.676
H -3.259 -2.270 -0.349
H -3.625 -0.557 -0.082
H -0.895 -1.733 -0.816
H -1.979 -0.880 -1.929
H -1.216 1.861 -4.770
H -1.298 1.093 -3.179
H 0.066 2.153 -3.587
H -0.631 -0.492 -4.899
```


Entry 2
# C21H28N4O3

C21H28N4O3 as an isolated structure (the ωB97M-V functional and the def2-TZVPD basis, OMol25).

Summary:
Orbital gap = 8.22 eV

Geometry as XYZ:
```
56
C21H28N4O3 | OMol25 | the ωB97M-V functional and the def2-TZVPD basis
C 2.875 -0.724 6.879
H 3.077 0.206 7.413
O 2.024 -0.343 5.734
C 1.683 -1.181 4.930
C 2.283 -2.354 4.908
C 1.656 -3.332 3.976
C 0.641 -2.863 3.125
C 0.428 -1.628 2.998
C 0.861 -0.810 4.030
H 0.412 0.305 4.082
C -0.701 -1.339 1.968
N -0.140 -1.627 0.679
C 1.055 -0.648 0.263
C 0.688 0.564 -0.205
H 1.795 1.086 -0.542
H 0.315 1.209 0.811
C -0.394 0.890 -1.186
N -0.670 2.143 -1.483
C -0.968 2.614 -2.900
C -1.300 3.942 -2.494
C -0.813 4.175 -1.155
N -0.689 2.896 -0.498
H -1.007 4.976 -0.626
H -1.644 4.646 -3.174
N -0.907 1.757 -4.032
C -1.476 2.386 -5.217
O -1.663 3.708 -5.289
C -1.522 1.178 -6.286
C -2.634 1.478 -7.159
C -1.185 1.725 -7.564
H -0.715 2.603 -7.779
H -0.456 0.961 -8.154
H -3.200 2.348 -7.246
H -3.023 0.719 -7.578
H -1.323 0.338 -5.783
H -1.031 0.730 -3.901
C -1.462 0.060 -0.835
C -1.549 -1.448 -0.282
H -0.953 -2.005 -1.227
H -2.259 -2.073 0.087
H -2.190 0.681 0.100
H -2.567 -0.108 -1.396
H 0.032 0.226 -2.038
H 1.332 -1.280 -0.518
H 1.774 -0.992 1.083
H -0.882 0.075 2.016
H -1.709 -1.504 2.175
H 0.335 -3.358 2.109
O 2.301 -4.701 3.802
C 1.798 -5.666 2.994
H 2.104 -5.210 1.840
H 0.774 -5.766 2.891
H 2.391 -6.432 2.884
H 2.737 -2.848 5.603
H 2.440 -1.467 7.460
H 3.712 -1.114 6.435
```


Relative to the most stable structure, the computed energies are entry 1 0.0000; entry 2 0.8051, all in hartree.


Entry 1
# C4H10NO2

A 2-piece molecular cluster, C4H10NO2 overall (the ωB97M-V functional and the def2-TZVPD basis, OMol25).

Summary:
Charge = +1
Orbital gap (spin up / spin down) = 9.55 / 6.63 eV

Geometry as XYZ:
```
17
C4H10NO2 | OMol25 | the ωB97M-V functional and the def2-TZVPD basis
C -0.320 0.953 -1.699
C 0.267 1.323 -0.630
C -0.321 1.711 -3.004
C -0.184 -0.795 1.387
N 1.250 -1.190 2.151
O -1.024 -0.419 2.347
O -0.495 -1.812 0.587
H -0.872 0.017 -1.733
H 0.805 1.911 0.063
H 0.127 1.084 -3.773
H -1.350 1.923 -3.288
H 0.232 2.639 -2.920
H 1.425 -2.198 2.131
H 2.013 -0.720 1.663
H 1.204 -0.844 3.114
H -1.660 -1.100 2.639
H -1.096 -2.484 0.966
```


Entry 2
# C4H10NO2

An isolated ion of composition C4H10NO2 and charge +1 (the ωB97M-V functional and the def2-TZVPD basis, OMol25).

Summary:
Structure (SMILES) = C[NH2+][C@@H](C)C(=O)O
Charge = +1
Orbital gap = 11.66 eV

Geometry as XYZ:
```
17
C4H10NO2 | OMol25 | the ωB97M-V functional and the def2-TZVPD basis
O 0.592 -0.206 1.766
C 0.619 -0.944 0.645
C -0.195 -0.228 -0.472
N -0.858 0.996 0.091
C -1.733 1.704 -0.899
C 0.852 0.179 -1.512
O 0.959 -2.077 0.552
H 1.260 -0.544 2.388
H -0.968 -0.931 -0.790
H -0.204 1.677 0.488
H -1.389 0.747 0.929
H -1.543 2.770 -0.808
H -2.799 1.456 -0.894
H -1.297 1.568 -1.899
H 0.392 0.359 -2.492
H 1.586 0.968 -1.287
H 1.563 -0.631 -1.736
```


Relative to the most stable structure, the computed energies are entry 1 0.1809; entry 2 0.0000, all in hartree.


Entry 1
# C6H8S

One molecule with the formula C6H8S (the ωB97M-V functional and the def2-TZVPD basis, OMol25).

Summary:
Structure (SMILES) = C1=CSC=CCC1
Orbital gap = 8.78 eV

Geometry as XYZ:
```
15
C6H8S | OMol25 | the ωB97M-V functional and the def2-TZVPD basis
C -1.351 -0.283 -0.164
C -0.632 0.965 0.406
C 0.564 1.653 -0.199
C 1.815 1.026 -0.152
C 0.710 -1.899 -0.062
C -0.617 -1.629 -0.149
H -2.114 -0.443 0.636
H -1.905 -0.085 -1.159
H -0.191 0.664 1.377
H -1.480 1.718 0.757
H 0.682 2.742 -0.589
H 2.657 1.604 -0.670
H 1.226 -2.858 -0.011
H -1.429 -2.433 -0.177
S 2.065 -0.743 0.154
```


Entry 2
# C6H8S

One molecule with the formula C6H8S (the ωB97M-V functional and the def2-TZVPD basis, OMol25).

Summary:
Orbital gap = 8.66 eV

Geometry as XYZ:
```
15
C6H8S | OMol25 | the ωB97M-V functional and the def2-TZVPD basis
C -0.289 0.243 -1.214
C -1.181 1.212 -1.102
C 1.356 0.242 0.585
C -1.011 3.183 0.690
C 0.411 -0.398 -0.086
C -0.006 -1.808 0.203
S -1.789 1.757 0.499
H -0.024 -0.129 -2.198
H -1.652 1.690 -1.947
H 1.617 1.260 0.357
H 1.911 -0.229 1.378
H -1.357 3.604 1.650
H -0.996 -1.807 0.664
H 0.693 -2.290 0.880
H -0.075 -2.378 -0.722
```


Relative to the most stable structure, the computed energies are entry 1 0.0000; entry 2 0.0509, all in hartree.


Entry 1
# C3H4ClNO

One molecule with the formula C3H4ClNO (the ωB97M-V functional and the def2-TZVPD basis, OMol25).

Summary:
Structure (SMILES) = O=C1NC[C@@H]1Cl
Orbital gap = 10.96 eV

Geometry as XYZ:
```
10
C3H4ClNO | OMol25 | the ωB97M-V functional and the def2-TZVPD basis
C -0.311 0.314 -0.822
C -0.663 -0.630 0.400
C 0.893 0.727 -0.047
H -0.970 1.141 -0.974
H -0.562 -1.719 0.374
H -1.701 -0.393 0.851
H 1.000 -0.371 1.820
N 0.477 0.056 1.085
O 1.929 1.272 -0.309
Cl -0.091 -0.397 -2.378
```


Entry 2
# C3H4ClNO

A 2-piece molecular cluster, C3H4ClNO overall (the ωB97M-V functional and the def2-TZVPD basis, OMol25).

Summary:
Orbital gap (spin up / spin down) = 7.49 / 7.50 eV

Geometry as XYZ:
```
10
C3H4ClNO | OMol25 | the ωB97M-V functional and the def2-TZVPD basis
C -1.980 1.018 -0.036
C 1.359 -0.152 0.450
C 0.334 -0.685 -0.555
N -2.837 0.454 0.536
O -1.048 1.402 -0.681
Cl -1.067 -1.354 -0.044
H 2.389 -0.219 0.153
H 1.163 0.911 0.360
H 1.136 -0.516 1.430
H 0.553 -0.859 -1.613
```


Relative to the most stable structure, the computed energies are entry 1 0.0000; entry 2 0.0993, all in hartree.


Entry 1
# C3H13NO2S

A 3-piece molecular cluster, C3H13NO2S overall (the ωB97M-V functional and the def2-TZVPD basis, OMol25).

Summary:
Structure (SMILES) = C[C@H](N)CS.O.O
Orbital gap = 9.84 eV

Geometry as XYZ:
```
20
C3H13NO2S | OMol25 | the ωB97M-V functional and the def2-TZVPD basis
C -0.268 1.321 1.915
C -0.512 -0.083 1.307
C 0.712 -0.632 0.547
S 0.054 -1.941 -0.552
N -1.189 -0.978 2.290
H -0.198 2.179 1.260
H -1.065 1.393 2.654
H 0.613 1.268 2.544
H -1.328 -0.075 0.590
H 1.495 -1.005 1.197
H 1.061 0.227 -0.037
H 1.013 -2.858 -0.346
H -0.659 -0.910 3.160
H -1.059 -1.934 1.969
H 0.553 2.633 -2.484
H 1.502 1.425 -2.175
O 1.058 2.195 -1.805
H -1.303 -0.953 -4.339
H 0.061 -0.890 -3.556
O -0.541 -0.381 -4.138
```


Entry 2
# C3H13NO2S

A 3-piece molecular cluster, C3H13NO2S overall (the ωB97M-V functional and the def2-TZVPD basis, OMol25).

Summary:
Structure (SMILES) = CNCCS.O.O
Orbital gap = 9.05 eV

Geometry as XYZ:
```
20
C3H13NO2S | OMol25 | the ωB97M-V functional and the def2-TZVPD basis
C -0.988 2.540 -0.194
N -1.090 1.087 -0.308
C 0.044 0.461 -0.975
C 0.915 -0.468 -0.137
S 1.673 0.380 1.273
H -1.655 2.994 0.543
H -1.187 3.006 -1.160
H 0.001 2.865 0.187
H -1.284 0.754 0.622
H -0.448 -0.099 -1.764
H 0.693 1.100 -1.587
H 0.366 -1.332 0.209
H 1.698 -0.751 -0.839
H 2.597 1.077 0.491
H -2.469 -0.890 1.808
H -1.805 -2.075 2.485
O -1.791 -1.560 1.672
H -0.481 -1.423 -2.610
H -0.512 -2.963 -2.607
O 0.053 -2.197 -2.498
```


Entry 3
# C3H13NO2S

A 3-piece molecular cluster, C3H13NO2S overall (the ωB97M-V functional and the def2-TZVPD basis, OMol25).

Summary:
Structure (SMILES) = CNCCS.O.O
Orbital gap = 9.13 eV

Geometry as XYZ:
```
20
C3H13NO2S | OMol25 | the ωB97M-V functional and the def2-TZVPD basis
C 1.828 -0.015 -0.550
N 1.060 -1.110 0.027
C -0.269 -0.719 0.535
C -1.067 0.210 -0.370
S -2.809 -0.319 -0.505
H 1.205 0.307 -1.422
H 1.883 0.937 0.066
H 2.815 -0.398 -0.824
H 1.460 -1.628 0.806
H -0.159 -0.050 1.456
H -0.787 -1.574 1.011
H -0.680 0.348 -1.347
H -1.208 1.162 -0.012
H -2.516 -1.514 -1.060
H -0.809 4.005 1.992
H 0.459 4.568 2.056
O -0.215 4.287 2.657
H 0.336 -2.661 -0.972
H -0.088 -3.011 -2.216
O -0.440 -2.824 -1.329
```


Relative to the most stable structure, the computed energies are entry 1 0.0000; entry 2 0.0221; entry 3 0.0458, all in hartree.